DFT (wB97M-V/def2-TZVPD) results for 17 unconnected molecules or ions with the total composition C54H74O51 in a non-equilibrium geometry.

Last column: Löwdin charge in e.
Element x y z (Å)
C (-6.4349, 4.9321, 0.4118)  -0.109
C (-5.3965, 5.4772, -0.6208)  -0.100
O (-4.4880, 4.3947, -0.6375)  0.042
C (-4.5401, 3.8023, 0.5891)  -0.518
O (-3.6405, 3.0686, 0.9661)  0.121
O (-5.6691, 4.0951, 1.2633)  0.070
H (-7.1951, 4.2951, -0.0403)  0.134
H (-6.8618, 5.8023, 0.9104)  0.131
H (-4.8409, 6.3608, -0.3067)  0.135
H (-5.9307, 5.5882, -1.5645)  0.135
C (0.8418, 8.1800, 2.4359)  -0.108
C (0.6942, 9.4137, 1.5600)  -0.125
O (1.8070, 10.2245, 1.9102)  0.039
C (2.4671, 9.6507, 2.9999)  -0.511
O (3.4930, 10.1679, 3.4904)  0.101
O (1.9508, 8.4835, 3.2657)  0.072
H (1.1337, 7.4363, 1.6944)  0.128
H (0.0062, 7.8762, 3.0666)  0.136
H (-0.1955, 9.9689, 1.8570)  0.133
H (0.8568, 9.1026, 0.5281)  0.135
C (-3.9643, 2.2827, -5.3120)  -0.181
C (-4.8152, 1.7812, -4.2633)  -0.110
O (-3.9923, 2.0678, -3.1299)  0.101
C (-3.1741, 3.0029, -3.4407)  -0.580
O (-2.4823, 3.6384, -2.6595)  0.110
O (-3.0534, 3.2196, -4.8043)  0.090
H (-4.6167, 2.5183, -6.1527)  0.146
H (-3.2560, 1.5510, -5.7005)  0.141
H (-4.9916, 0.7210, -4.4445)  0.136
H (-5.7627, 2.3057, -4.1396)  0.140
C (-2.3325, 1.2285, 4.5650)  -0.177
C (-3.0973, 0.9350, 3.3272)  -0.130
O (-3.3928, -0.4510, 3.5760)  0.043
C (-2.2749, -0.9597, 4.2265)  -0.492
O (-1.9495, -2.1289, 4.3028)  0.145
O (-1.7539, 0.0603, 4.8963)  0.079
H (-2.9379, 1.7046, 5.3364)  0.141
H (-1.3795, 1.7389, 4.4260)  0.143
H (-2.5392, 1.2911, 2.4612)  0.116
H (-4.0574, 1.4442, 3.4111)  0.136
C (-4.0499, -0.5436, 0.4913)  -0.121
C (-5.4084, -1.2353, 0.1993)  -0.085
O (-5.5408, -1.4115, -1.2340)  0.074
C (-4.3323, -0.9765, -1.7345)  -0.497
O (-3.9351, -1.1911, -2.9135)  0.079
O (-3.6066, -0.3777, -0.8200)  0.073
H (-3.4735, -1.0994, 1.2309)  0.126
H (-4.2734, 0.4395, 0.9055)  0.104
H (-6.0273, -0.4264, 0.5876)  0.125
H (-5.4453, -2.1917, 0.7209)  0.115
C (1.8569, -0.9022, -4.3048)  -0.089
C (2.5391, 0.4788, -4.3164)  -0.123
O (1.7653, 1.2561, -5.2054)  0.048
C (1.0682, 0.4471, -6.0092)  -0.510
O (0.5848, 0.8912, -7.0567)  0.115
O (1.1926, -0.8802, -5.6345)  0.036
H (1.1985, -0.9915, -3.4407)  0.104
H (2.6517, -1.6457, -4.2443)  0.124
H (3.4866, 0.2630, -4.8100)  0.140
H (2.4726, 0.7524, -3.2634)  0.111
C (-1.6301, -2.8416, -6.3055)  -0.102
C (-2.9421, -2.4187, -5.8546)  -0.148
O (-3.8209, -3.3419, -6.4584)  0.089
C (-3.2021, -4.3800, -6.9815)  -0.654
O (-3.6999, -5.3908, -7.3005)  0.178
O (-1.9198, -4.1097, -6.9597)  0.092
H (-1.0001, -2.7369, -5.4222)  0.129
H (-1.2583, -2.1119, -7.0248)  0.134
H (-3.1279, -1.4113, -6.2269)  0.134
H (-3.0270, -2.4172, -4.7679)  0.114
C (2.7073, 3.6499, 6.1025)  -0.135
C (2.8745, 4.9044, 5.1640)  -0.081
O (3.0739, 4.3214, 3.8764)  0.089
C (2.4540, 3.1658, 3.9208)  -0.575
O (2.1790, 2.3881, 3.0417)  0.137
O (2.1752, 2.7866, 5.1763)  0.070
H (2.0274, 3.8485, 6.9310)  0.133
H (3.6499, 3.4191, 6.5988)  0.130
H (3.7175, 5.5145, 5.4882)  0.138
H (1.9184, 5.4118, 5.2923)  0.130
C (5.0275, -3.5781, -1.1437)  -0.096
C (5.4309, -2.7332, 0.1035)  -0.085
O (4.3820, -1.7176, 0.1161)  -0.022
C (3.8038, -1.7096, -1.2343)  -0.456
O (2.9174, -0.9860, -1.6070)  0.146
O (4.4300, -2.6047, -1.9943)  0.059
H (4.2541, -4.2861, -0.8459)  0.105
H (5.9441, -3.9903, -1.5655)  0.138
H (6.3912, -2.2209, 0.0444)  0.130
H (5.1999, -3.2521, 1.0338)  0.114
C (1.3309, 4.7603, -4.7518)  -0.098
C (0.6504, 5.9897, -5.2824)  -0.178
O (-0.3220, 5.5166, -6.1303)  0.076
C (0.1183, 4.3225, -6.5971)  -0.506
O (-0.4546, 3.6247, -7.4865)  0.081
O (1.1453, 3.9050, -5.8815)  0.055
H (0.7374, 4.3675, -3.9262)  0.133
H (2.4149, 4.7947, -4.6433)  0.138
H (1.4329, 6.6181, -5.7077)  0.132
H (0.1245, 6.5572, -4.5147)  0.137
C (-3.5155, -6.4085, 1.7091)  -0.177
C (-4.2928, -5.4424, 2.5194)  -0.075
O (-4.2505, -4.2112, 1.6984)  0.072
C (-3.5576, -4.4908, 0.5736)  -0.481
O (-3.2462, -3.7461, -0.3762)  0.128
O (-3.2856, -5.8218, 0.4989)  0.055
H (-3.9357, -7.3594, 1.3815)  0.151
H (-2.5607, -6.4387, 2.2341)  0.125
H (-3.7955, -5.2759, 3.4750)  0.119
H (-5.2481, -5.8348, 2.8680)  0.132
C (1.9734, -5.1139, 1.4702)  -0.097
C (0.7166, -5.5532, 0.6815)  -0.118
O (0.9050, -6.8613, 0.3368)  0.102
C (1.8597, -7.3376, 1.0481)  -0.553
O (2.2135, -8.5086, 1.2322)  0.106
O (2.5321, -6.3756, 1.7597)  0.066
H (1.8008, -4.6809, 2.4555)  0.117
H (2.6510, -4.4649, 0.9154)  0.117
H (0.3227, -5.0053, -0.1746)  0.130
H (-0.0142, -5.5255, 1.4897)  0.117
C (-0.6746, -5.6387, -3.3607)  -0.096
C (0.0003, -6.9058, -3.0689)  -0.157
O (1.2236, -6.5678, -2.6091)  0.162
C (1.4259, -5.3606, -2.6801)  -0.683
O (2.3913, -4.8041, -2.1603)  0.127
O (0.4536, -4.7990, -3.2941)  0.126
H (-1.4745, -5.4174, -2.6540)  0.145
H (-0.9359, -5.8350, -4.4006)  0.138
H (-0.0533, -7.4334, -4.0213)  0.143
H (-0.6040, -7.4365, -2.3331)  0.147
C (-0.7171, -4.9089, 5.2146)  -0.213
C (-0.8217, -6.1655, 5.9891)  -0.107
O (0.1169, -5.9179, 6.9716)  0.128
C (0.6929, -4.8350, 6.8862)  -0.610
O (1.5746, -4.5211, 7.6434)  0.156
O (0.1799, -4.1090, 5.8242)  0.090
H (-1.7054, -4.4775, 5.3735)  0.117
H (-0.5867, -5.1244, 4.1541)  0.130
H (-0.5869, -7.1420, 5.5653)  0.145
H (-1.7529, -6.1936, 6.5550)  0.137
C (6.7061, 3.3275, 0.4963)  0.000
C (5.1556, 3.5753, 0.5425)  -0.380
C (4.8141, 5.0061, 0.8200)  -0.080
O (3.6354, 5.1802, 0.0358)  0.075
C (3.5092, 4.2221, -0.8659)  -0.456
O (2.7520, 4.2486, -1.8321)  0.116
O (4.4773, 3.1871, -0.5911)  0.075
H (7.1476, 4.0069, 1.2254)  0.073
H (7.1096, 3.6796, -0.4531)  0.091
H (6.9560, 2.3520, 0.9134)  0.080
H (4.8241, 2.9214, 1.3491)  0.140
H (5.5830, 5.7511, 0.6153)  0.143
H (4.4546, 5.0042, 1.8490)  0.122
C (1.2202, -1.5038, 3.6293)  -0.001
C (2.6790, -1.5937, 3.0193)  -0.198
C (3.8603, -0.9133, 3.8386)  -0.079
O (4.9237, -1.8581, 3.7709)  0.051
C (4.3936, -3.1106, 3.5615)  -0.569
O (4.8509, -4.1774, 3.8564)  0.163
O (3.1126, -2.9543, 3.2480)  0.017
H (0.7742, -0.5515, 3.3424)  0.068
H (1.0898, -1.6877, 4.6957)  0.081
H (0.5281, -2.2845, 3.3139)  0.064
H (2.6847, -1.4415, 1.9400)  0.133
H (3.6382, -0.5158, 4.8290)  0.132
H (4.0687, -0.0264, 3.2403)  0.113
C (0.5532, 2.0012, 0.5227)  0.016
C (-0.6143, 1.0839, -0.0470)  -0.221
C (-0.3508, 0.6839, -1.4556)  -0.111
O (-0.4759, -0.7005, -1.4415)  0.103
C (-0.4070, -1.1225, -0.1994)  -0.617
O (-0.2619, -2.3166, 0.1986)  0.070
O (-0.3758, -0.1796, 0.6104)  0.107
H (1.4017, 1.3720, 0.7918)  0.084
H (0.4202, 2.3582, 1.5440)  0.049
H (0.6478, 2.8543, -0.1491)  0.087
H (-1.6344, 1.4452, 0.0825)  0.136
H (0.6560, 0.9909, -1.7390)  0.126
H (-0.9916, 1.1800, -2.1845)  0.141

Atomic forces in eV per Å
C 0.08 1.36 -0.76
C -1.38 -1.03 0.58
O 0.09 -0.36 0.71
C 2.40 -1.61 -0.38
O -1.96 1.15 -0.14
O 0.83 0.25 -0.05
H -0.08 0.31 -0.18
H -0.21 -0.49 0.51
H -0.39 0.20 -0.03
H 0.59 0.17 -0.17
C 0.37 -0.38 -0.92
C -0.05 0.47 0.70
O 0.86 -0.30 1.51
C 3.85 3.41 -0.81
O -3.93 -2.03 -1.30
O -0.03 -1.10 1.26
H -0.02 -0.85 0.81
H 0.02 0.12 -0.27
H -0.22 0.01 -0.91
H -0.83 0.56 -0.09
C 1.16 -1.12 -4.07
C -0.63 -0.67 1.02
O -1.72 -1.84 1.28
C 4.16 3.68 0.33
O -1.07 -1.19 -0.96
O -1.63 0.73 2.03
H 0.50 1.09 -0.24
H -0.53 -0.81 -0.13
H 0.00 -0.06 0.72
H -0.01 0.08 0.01
C 1.29 3.20 -0.15
C -1.49 0.97 0.96
O 1.32 -0.89 -1.42
C -1.19 -1.99 0.62
O -0.67 2.44 -0.42
O 1.55 -4.07 1.67
H 0.09 -0.38 0.36
H -0.71 1.71 -0.41
H -0.25 -1.08 -0.54
H 0.08 0.05 -0.64
C -2.07 -0.25 0.11
C 0.12 0.58 1.11
O 1.84 0.89 0.77
C 0.52 -2.18 -4.31
O -1.86 1.26 4.25
O 2.38 0.54 -0.55
H 0.77 -0.17 -0.85
H 0.42 0.11 -0.05
H -1.39 -0.96 -0.37
H -0.56 0.16 -0.26
C 0.26 0.87 -0.92
C -0.52 -2.09 0.22
O -0.30 0.13 0.93
C -0.06 0.74 -3.60
O 0.60 -2.21 3.16
O -0.27 0.91 1.01
H -0.53 -0.33 -0.56
H -0.56 -0.36 -0.31
H 0.51 0.88 0.65
H 0.85 1.02 -0.44
C 0.95 0.52 -1.09
C -1.62 1.14 0.52
O -2.79 1.03 0.53
C 0.44 1.27 1.48
O -0.82 -1.62 -1.06
O 3.74 -0.11 0.35
H 0.81 -1.48 -0.37
H 0.34 -0.55 -0.35
H -0.51 0.00 0.15
H -0.46 -0.18 -0.09
C 0.73 2.88 0.33
C 0.14 -0.28 2.54
O -0.08 1.14 0.05
C -0.68 -3.37 -0.71
O 0.61 1.49 -0.17
O -0.44 -1.49 0.43
H -0.34 -0.02 -0.30
H 0.23 -0.94 -0.58
H -0.15 0.11 -0.56
H 0.15 0.51 -0.91
C 1.01 0.65 1.67
C -1.96 0.24 -0.16
O -1.13 0.04 -3.16
C 0.15 0.81 1.60
O 1.19 -0.61 0.93
O -0.07 0.09 0.02
H 0.32 -0.30 -0.40
H -0.55 -0.23 -0.45
H 0.05 -0.32 0.10
H 0.97 -0.33 -0.08
C -0.34 -0.49 -0.40
C 1.07 1.71 2.22
O -0.47 -0.57 -1.80
C -3.28 -3.61 -3.38
O 2.33 3.51 3.42
O 0.33 -0.68 -0.47
H 0.60 -0.30 0.29
H -0.35 0.28 0.72
H -0.40 0.31 -0.79
H 0.27 0.07 0.12
C 1.11 -1.51 0.53
C -0.61 0.72 1.02
O -0.05 -0.84 0.42
C 0.92 1.17 -3.89
O -1.47 -1.73 3.77
O 0.42 2.39 -1.78
H -0.13 -0.28 1.27
H 0.27 -1.15 -0.19
H 0.28 0.59 -0.24
H -0.73 0.78 -0.97
C -0.05 0.31 -0.47
C -1.28 2.85 1.61
O -0.71 -1.46 -1.64
C 4.20 -4.10 3.26
O -1.59 2.58 -1.32
O -0.16 -0.70 -0.93
H -0.48 0.39 -0.48
H 0.16 -0.17 -0.09
H 0.51 0.38 0.25
H -0.87 -0.03 -0.31
C -0.19 -0.07 -1.04
C -3.09 -2.88 -0.25
O 1.71 -6.99 1.54
C 4.03 5.05 2.16
O -1.20 -0.34 -1.12
O -2.12 4.41 -1.57
H 0.09 0.72 -0.31
H -0.98 1.54 0.07
H 1.13 -0.81 0.38
H 0.60 -0.53 0.16
C -3.77 -0.40 -2.23
C -0.66 -1.28 1.17
O -1.16 -5.58 2.05
C 3.62 4.53 0.55
O -0.53 0.96 -0.90
O 2.58 0.90 1.26
H -0.04 0.59 -0.84
H 0.55 0.58 -0.13
H -0.15 0.24 -0.46
H -0.37 -0.50 -0.50
C -1.20 1.04 0.54
C 2.96 -1.48 1.57
C -1.12 -0.55 0.97
O -0.32 0.87 -0.32
C -0.03 -1.47 -2.63
O 1.94 -0.47 2.82
O -2.44 1.84 -2.12
H -0.06 0.24 0.22
H 0.16 -0.79 -0.16
H 0.14 -0.20 -0.99
H -0.40 0.18 0.26
H -0.19 -0.01 -0.22
H 0.45 0.77 0.10
C 0.58 0.04 -0.47
C -0.53 -1.13 2.93
C -1.30 1.19 -2.42
O 0.33 -0.35 0.08
C -1.03 0.37 2.06
O 0.72 0.97 -0.94
O -0.94 -1.02 -1.10
H 0.02 0.07 0.12
H 0.96 0.58 0.32
H 0.37 -0.07 -1.07
H 0.13 0.44 0.17
H -0.12 -0.88 0.28
H 0.79 0.04 0.05
C -1.87 -0.46 0.37
C 2.15 1.28 1.48
C 0.44 1.75 -1.22
O -0.39 -1.45 -1.64
C 1.28 -7.50 -0.01
O -0.73 3.29 -1.91
O -1.11 3.59 3.69
H 0.45 0.01 -1.35
H -1.03 0.38 -0.12
H 0.71 -0.14 0.05
H 0.05 -0.06 0.45
H 0.35 -0.37 -0.01
H -0.42 -0.43 0.09



DFT (wB97M-V/def2-TZVPD) results for a single C3H10N2 molecule in a non-equilibrium geometry.

Last column: natural (NBO) charge in e.
Element x y z (Å)
N (-0.6672, 0.8887, 0.9379)  -0.820
C (-0.5714, -0.2487, 0.1249)  -0.038
C (-1.5126, -0.0748, -1.1839)  -0.670
C (0.9076, -0.3340, -0.5604)  -0.251
N (1.8866, -0.2365, 0.6056)  -0.952
H (-1.0933, 0.4419, 1.8437)  0.359
H (-1.3745, 1.3453, 0.4641)  0.357
H (-0.5808, -1.1735, 0.5851)  0.177
H (-1.2934, -0.9429, -1.8350)  0.218
H (-2.4330, -0.3037, -0.6508)  0.220
H (-1.1726, 0.9153, -1.6449)  0.226
H (1.0043, 0.7046, -1.0088)  0.204
H (0.9944, -1.3831, -0.9259)  0.208
H (2.9539, -0.1726, 0.5053)  0.382
H (1.5170, -0.0513, 1.5791)  0.379

Atomic forces in eV per Å
N -0.29 -2.08 4.25
C 3.58 0.26 -6.00
C 2.13 -1.34 2.10
C 0.17 1.56 4.26
N 1.04 -0.43 0.94
H 0.79 2.07 -1.82
H -1.96 2.13 -0.13
H -1.00 -1.90 1.24
H -0.20 0.72 -0.03
H -0.99 1.08 -1.09
H -1.37 -1.34 0.62
H 0.03 -1.93 -1.08
H 0.13 1.39 -1.10
H -2.82 -0.09 -0.01
H 0.76 -0.11 -2.14

Calculated values
- SMILES: C[C@H](N)CN



DFT (wB97M-V/def2-TZVPD) results for a molecular structure, C4H8O in a non-equilibrium geometry.

Last column: natural (NBO) charge in e.
Element x y z (Å)
C (-1.2633, -0.6872, 0.0490)  -0.567
C (0.1356, -0.3098, 0.3950)  -0.318
C (1.4625, -0.3183, -0.3847)  -0.060
O (1.5508, 1.1309, -0.3004)  -0.530
C (0.1044, 1.1376, 0.0079)  -0.025
H (-1.7636, 0.4156, 0.4859)  0.171
H (-1.7526, -1.4704, 0.6218)  0.214
H (-1.3892, -0.8316, -1.0395)  0.217
H (0.3339, -0.4229, 1.4683)  0.208
H (1.3596, -0.6847, -1.4166)  0.172
H (2.3160, -0.8026, 0.1034)  0.190
H (-0.8790, 1.5366, 0.7678)  0.163
H (-0.3927, 1.3880, -0.9356)  0.165

Atomic forces in eV per Å
C -1.33 1.38 0.64
C -0.08 0.26 -0.03
C -0.08 -0.27 0.04
O -0.35 0.45 0.82
C -1.60 0.32 0.72
H 0.05 -3.25 -1.50
H 0.14 -0.18 -0.11
H -0.29 0.28 0.62
H 0.00 0.15 -0.26
H 0.09 0.31 0.09
H -0.18 0.14 -0.12
H 3.63 0.89 -0.76
H 0.02 -0.49 -0.14



We obtain HOMO-LUMO gap values of 0.336; 0.337; 0.390 Eh for the records listed above, in that order.
We obtain energy values of -161611.852; -6250.823; -6321.103 eV for the records listed above, in that order.